Entry from OMol25: a molecular structure, C56H32Cl4N7O2Ru (wB97M-V/def2-TZVPD).

The expectation value of S² is 0.895. The LUMO energy (spin up / spin down) comes out at -1.2 / -1.9 eV. The multiplicity is 2. As for the charge: 0. For the orbital gap (spin up / spin down), the calculation gives 5.16 / 5.41 eV.

Each line ends with the Mulliken spin population.
Geometry (Å):
Ru -0.241 -0.072 0.372  0.027
Cl 0.806 9.140 -1.371  0.002
C 0.548 7.523 -0.815  0.017
C 0.337 6.504 -1.734  -0.008
C 0.119 5.221 -1.284  0.025
C 0.104 4.915 0.086  0.067
C 0.322 5.962 0.988  0.018
C 0.542 7.251 0.544  -0.011
C -0.151 3.534 0.470  0.068
C 0.537 2.835 1.483  -0.095
C 1.263 3.286 2.611  0.141
C 1.673 2.165 3.317  -0.030
C 1.201 1.079 2.592  0.150
C 2.759 -0.469 1.659  0.000
C 4.085 -0.607 2.369  0.021
C 5.226 -0.808 1.602  0.006
C 6.455 -0.988 2.205  0.004
C 6.545 -0.937 3.588  0.000
Cl 8.067 -1.241 4.351  0.000
C 5.428 -0.670 4.361  0.003
C 4.197 -0.518 3.747  -0.004
C 2.380 -1.671 0.893  0.144
N 1.104 -1.776 0.449  -0.023
C 1.024 -2.986 -0.173  0.025
C -0.113 -3.480 -0.821  -0.024
C 0.048 -4.778 -1.511  0.029
C -0.368 -5.983 -0.959  0.008
C -0.088 -7.179 -1.595  0.003
C 0.610 -7.164 -2.792  0.001
Cl 1.011 -8.653 -3.567  0.000
C 1.005 -5.969 -3.372  0.002
C 0.724 -4.781 -2.729  0.008
C -1.296 -2.760 -0.960  0.070
C -2.472 -3.308 -1.559  -0.076
C -3.350 -2.284 -1.699  0.060
C -2.716 -1.108 -1.181  -0.067
N -1.475 -1.428 -0.695  0.117
C -3.252 0.174 -1.340  0.022
C -2.643 1.369 -0.939  -0.108
C -3.215 2.649 -1.174  0.045
C -2.309 3.573 -0.741  -0.046
C -1.202 2.856 -0.205  0.035
N -1.438 1.514 -0.287  0.123
C -4.520 0.306 -2.087  0.085
C -4.570 1.056 -3.262  0.030
C -5.749 1.190 -3.969  -0.009
C -6.894 0.558 -3.511  0.014
Cl -8.370 0.708 -4.396  0.002
C -6.866 -0.196 -2.349  -0.008
C -5.686 -0.310 -1.640  0.028
C 2.267 -3.669 -0.064  0.098
C 3.120 -2.827 0.608  -0.015
N 0.516 1.472 1.500  -0.005
H 0.350 6.722 -2.790  0.000
H -0.032 4.427 -2.000  -0.002
H 0.262 5.781 2.049  0.002
H 0.703 8.050 1.250  0.000
H 1.491 4.302 2.860  0.001
H 2.255 2.125 4.215  0.000
H 5.149 -0.841 0.526  -0.001
H 7.336 -1.170 1.608  0.000
H 5.515 -0.587 5.434  0.000
H 3.323 -0.358 4.357  0.001
H -0.899 -5.978 -0.017  0.003
H -0.391 -8.121 -1.164  0.000
H 1.537 -5.970 -4.310  0.000
H 1.036 -3.842 -3.164  -0.001
H -2.593 -4.335 -1.842  -0.007
H -4.328 -2.309 -2.133  0.005
H -4.188 2.836 -1.585  0.007
H -2.416 4.641 -0.733  -0.002
H -3.673 1.528 -3.634  0.002
H -5.781 1.776 -4.874  0.000
H -7.761 -0.690 -2.004  0.000
H -5.665 -0.881 -0.724  0.001
H 2.466 -4.654 -0.435  -0.001
H 4.132 -3.020 0.905  -0.003
O 1.339 -2.360 3.405  0.000
C 0.877 -1.284 3.076  0.001
N 1.643 -0.243 2.611  0.006
C 2.920 0.778 0.690  0.006
O 3.710 1.646 1.065  0.002
C 2.323 0.882 -0.638  0.003
C 3.049 1.671 -1.563  0.007
C 2.630 1.814 -2.857  -0.002
C 1.449 1.162 -3.266  -0.001
C 0.733 0.481 -2.316  -0.006
N 1.115 0.363 -1.039  -0.002
C -0.585 -0.987 3.211  -0.004
C -1.214 -1.309 4.408  0.018
C -2.576 -1.129 4.542  -0.002
C -3.279 -0.614 3.450  0.005
C -2.598 -0.329 2.288  -0.009
N -1.280 -0.523 2.138  0.001
H 3.947 2.149 -1.210  0.001
H 3.188 2.405 -3.564  0.000
H 1.095 1.219 -4.284  0.000
H -0.213 0.002 -2.559  0.003
H -0.606 -1.689 5.213  0.000
H -3.077 -1.379 5.463  0.000
H -4.344 -0.452 3.503  0.001
H -3.116 0.075 1.426  0.000